(1)
ORCA calculation (ωB97M-V with the def2-TZVPD basis set) on a structure of composition C5H9NS.

The geometry in ORCA input format:
```
! RIJCOSX wB97M-V def2-TZVPD def2/J DEFGRID3
* xyz 0 1
C -0.514 1.146 -1.878
C -0.872 1.218 -0.307
C -0.203 0.393 0.568
C -0.518 0.160 2.016
C 0.734 -0.668 0.029
H -0.507 -0.066 -2.511
H -1.376 1.943 -2.438
H 0.677 1.889 -2.182
H -1.701 1.888 -0.131
H -1.034 1.179 2.221
H -1.486 -0.558 2.353
H 0.484 0.176 2.704
H 0.709 -0.428 -1.047
H 2.545 -3.546 0.484
N 1.144 -1.810 0.587
S 1.919 -2.916 -0.468
*
```

Output
E_HOMO in eV: -8.50

The net atomic charges from natural (NBO), expressed in e, are: -0.72, -0.18, -0.06, -0.67, 0.06, 0.25, 0.24, 0.23, 0.22, 0.21, 0.25, 0.25, 0.17, 0.11, -0.55, 0.19

***

(2)
ORCA calculation (ωB97M-V with the def2-TZVPD basis set) on an isolated molecule of C5H9NS.

The geometry in ORCA input format:
```
! RIJCOSX wB97M-V def2-TZVPD def2/J DEFGRID3
* xyz 0 1
C 0.172 -1.138 -0.243
C 1.574 -1.306 0.074
C -0.731 -0.193 0.163
C -2.106 -0.402 -0.414
C -0.566 1.141 0.819
N 2.454 1.267 -0.384
S 2.816 -0.204 -0.046
H -0.313 -1.984 -0.739
H 1.970 -2.221 0.171
H -2.919 -0.503 0.363
H -2.050 -1.083 -1.227
H -2.276 0.512 -1.014
H -1.507 1.699 0.767
H 0.312 1.737 0.514
H -0.182 0.998 1.810
H 3.352 1.679 -0.614
*
```

Output
E_HOMO in eV: -7.88

The net atomic charges from natural (NBO), expressed in e, are: -0.30, -0.51, 0.10, -0.65, -0.70, -1.05, 0.93, 0.21, 0.22, 0.22, 0.22, 0.21, 0.22, 0.28, 0.23, 0.36

***

Least stable = (1)

***

(1)
ORCA calculation (ωB97M-V with the def2-TZVPD basis set) on an isolated molecule of C2H4N3P.

The geometry in ORCA input format:
```
! RIJCOSX wB97M-V def2-TZVPD def2/J DEFGRID3
* xyz 0 1
H -1.906 -1.145 0.581
N -1.336 -0.330 0.390
N -0.819 0.082 1.437
C 0.149 0.904 1.506
N 0.838 1.010 0.305
C 0.674 0.666 -0.808
P 0.035 -0.681 -1.765
H 0.415 1.437 2.419
H 1.103 -1.580 -1.262
H 0.847 -0.362 -2.802
*
```

Output
SMILES: [H]/N=N/C=N\C#[PH2]
E_HOMO (alpha / beta) in eV: -7.81 / -7.81

The net atomic charges from natural (NBO), expressed in e, are: 0.34, -0.52, -0.14, -0.01, -0.32, 0.13, 0.40, 0.21, -0.01, -0.08

***

(2)
ORCA calculation (ωB97M-V with the def2-TZVPD basis set) on an isolated molecule of C2H4N3P.

The geometry in ORCA input format:
```
! RIJCOSX wB97M-V def2-TZVPD def2/J DEFGRID3
* xyz 0 1
P -0.795 0.539 1.955
N 0.022 0.321 0.455
C 0.740 -0.637 -0.147
C 0.812 -0.310 -1.491
N 0.196 0.933 -1.613
N -0.220 1.248 -0.444
H -1.255 -0.853 1.865
H -1.820 1.108 1.356
H 1.136 -1.471 0.399
H 1.183 -0.878 -2.335
*
```

Output
SMILES: Pn1ccnn1
E_HOMO in eV: -9.59

The net atomic charges from natural (NBO), expressed in e, are: 0.57, -0.43, -0.09, -0.14, -0.22, -0.09, -0.03, -0.02, 0.22, 0.22

***

Least stable = (1)